No. 1
49
Properties=species:S:1:pos:R:3 method="wB97M-V/def2-TZVPD" total_charge=-3 e_homo_ev=3.76 homo_lumo_gap_ev=2.42
O -0.38967 0.15958 -1.58221
V 0.78664 -0.54045 -0.80045
O 0.65098 -0.29963 0.80589
S 2.79911 -2.18693 -1.62807
O 2.42048 -3.59662 -1.55971
O 2.65475 -1.58674 -0.34355
O 4.14650 -2.00644 -2.14279
O 1.89628 -1.36965 -2.39805
S -0.55241 -3.79969 -0.67996
O -1.82627 -4.22563 -0.12980
O 0.52263 -4.50900 0.00079
O -0.18110 -4.39325 -1.96841
O -0.30421 -2.38052 -0.63176
C -4.97478 -0.57537 -4.00354
C -3.71099 -0.50077 -3.11572
C -2.86190 -1.79427 -3.04986
O -2.90776 0.55962 -3.59289
H -4.82737 -0.45808 -5.07713
H -5.57083 0.28068 -3.68728
H -5.49361 -1.52200 -3.85253
H -4.06606 -0.28367 -2.10830
H -1.92006 -1.60129 -2.53624
H -2.66227 -2.03721 -4.09352
H -3.41043 -2.61565 -2.58882
H -2.07953 0.59547 -3.10882
C 0.58189 3.01848 -0.31338
C 2.07129 2.59813 -0.36181
C 2.94243 2.62766 0.96026
O 2.19695 1.31532 -0.88383
H 0.24968 2.90719 -1.34554
H 0.57888 4.09484 -0.14152
H 0.00305 2.46578 0.42659
H 2.61845 3.14397 -1.13044
H 3.01313 3.64828 1.33631
H 3.93693 2.28824 0.67064
H 2.57913 2.19911 1.89430
H 3.09259 1.20144 -1.21009
C -0.40193 0.96945 3.80425
C 0.90824 0.38287 4.35389
C 1.64376 1.46539 5.26296
O 0.51398 -0.70410 5.13378
H -0.69149 0.32962 2.97067
H -0.28110 1.88604 3.22686
H -1.17218 1.17683 4.54708
H 1.66586 0.13851 3.60932
H 0.86311 1.79562 5.94825
H 1.95507 2.28245 4.61212
H 2.41674 0.98221 5.86058
H 0.57740 -1.52581 4.64146

=====

No. 2
37
Properties=species:S:1:pos:R:3 method="wB97M-V/def2-TZVPD" total_charge=+2 e_homo_ev="-15.85 / -15.85" homo_lumo_gap_ev="8.69 / 2.87" multiplicity=2
Tl -1.14354 -0.01396 -1.16850
C -1.04034 0.82656 3.85271
C 0.13463 1.04868 2.84360
C 1.39552 0.53254 3.51923
O -0.13227 0.16976 1.64580
H -1.36145 -0.17610 4.13493
H -1.81628 1.42423 3.37438
H -0.73204 1.38819 4.73455
H 0.40433 2.07120 2.57938
H 1.62860 0.92614 4.50861
H 2.33436 0.74821 3.00916
H 1.47670 -0.54909 3.62689
H -0.74139 -0.52149 1.91554
C -2.06822 -4.61172 -2.75119
C -1.28725 -3.97651 -1.66795
C -0.08314 -4.87553 -1.13457
O -0.67298 -2.76650 -2.16234
H -2.61248 -3.90250 -3.37480
H -2.85360 -5.17180 -2.24366
H -1.40381 -5.28387 -3.29423
H -2.01325 -3.77516 -0.88024
H -0.32352 -5.91443 -0.90874
H 0.28023 -4.38187 -0.23326
H 0.84429 -4.83330 -1.70571
H 0.08779 -3.07641 -2.65910
C 0.71451 4.62083 -2.18584
C 1.22007 3.29501 -1.65314
C 1.56338 3.33502 -0.16725
O 0.05191 2.62710 -1.56196
H 1.55607 5.31348 -2.19576
H 0.13024 5.14022 -1.42627
H 0.07966 4.46440 -3.05796
H 1.78102 2.66167 -2.34039
H 1.66710 2.35851 0.30581
H 1.01213 4.03991 0.45512
H 2.60969 3.61246 -0.03929
H -0.68652 3.22623 -1.69372

=====

No. 3
57
Properties=species:S:1:pos:R:3 method="wB97M-V/def2-TZVPD" e_homo_ev=-10.70 homo_lumo_gap_ev=10.71 de_lowest_kcal_mol=18.9
Cl -14.31801 -19.00493 15.91754
C -13.69825 -18.96989 14.25798
C -14.75171 -19.05102 13.18498
Cl -15.36598 -20.68106 13.29033
H -12.91836 -19.72819 14.18833
H -13.17320 -18.01999 14.15736
H -14.43315 -18.90983 12.15218
H -15.61753 -18.40837 13.34452
C -10.55581 -13.34048 18.21271
N -9.36756 -12.68288 18.87867
O -8.94806 -13.19739 19.91813
O -8.81441 -11.73672 18.29670
H -10.71150 -12.70242 17.34280
H -11.34551 -13.20250 18.95125
H -10.20309 -14.34471 17.97779
C -7.69711 -15.49331 9.69691
N -7.43794 -15.69129 11.18022
O -8.38225 -15.73676 11.96925
O -6.28537 -15.96366 11.45557
H -8.46484 -14.76069 9.44800
H -8.09057 -16.44318 9.33494
H -6.69248 -15.26523 9.34081
C -8.25335 -19.22718 23.71912
N -9.44460 -19.63868 22.95557
O -10.29110 -20.03756 23.67153
O -9.37654 -19.70866 21.72831
H -8.46842 -18.75615 24.67828
H -7.60012 -18.66362 23.05294
H -7.84399 -20.18920 24.02742
C 1.57479 -20.72005 22.00138
N 1.87381 -22.15216 22.04744
O 2.40952 -22.58711 23.04637
O 1.35114 -22.80472 21.14671
H 2.27427 -20.13442 22.59792
H 0.55537 -20.58709 22.36362
H 1.75578 -20.42811 20.96692
C -12.85790 -27.46801 13.31234
N -11.77287 -26.84821 14.14220
O -11.08850 -25.94777 13.72912
O -11.66233 -27.19202 15.30256
H -13.46580 -28.07517 13.98310
H -12.34703 -28.09849 12.58460
H -13.41909 -26.65488 12.85192
C -6.16709 -20.42808 16.26703
N -5.55950 -19.69897 17.42886
O -5.78012 -18.49379 17.51869
O -4.80039 -20.34044 18.10670
H -6.77550 -21.23283 16.67972
H -5.28392 -20.74504 15.71238
H -6.77775 -19.76150 15.65803
C -0.24421 -20.19128 12.70241
N -0.98373 -20.24444 11.39143
O -2.01394 -20.92655 11.31517
O -0.46494 -19.64985 10.48617
H 0.81514 -20.44793 12.70618
H -0.72454 -20.93970 13.33269
H -0.39765 -19.16780 13.04453